# 1
{"formula": "C3H8NO3", "method": "ωB97M-V with the def2-TZVPD basis set", "multiplicity": 1, "total_charge": -1, "max_force_ev_per_a": 2.0, "energy_ha": -399.653528, "symbols": ["O", "C", "O", "C", "C", "N", "H", "H", "H", "H", "H", "H", "H", "H", "O"], "positions_angstrom": [[1.41094, -2.44003, 0.78200], [0.45379, -2.10731, 0.07213], [-0.48320, -2.79876, -0.41411], [0.23180, -0.60481, -0.33384], [1.32570, 0.39905, 0.15957], [-1.07983, -0.10638, 0.10439], [0.28110, -0.55941, -1.42323], [0.94497, 1.19211, 0.79866], [1.94586, -0.26903, 0.77837], [1.96940, 0.82914, -0.60648], [-1.76778, -0.73816, -0.30434], [-1.21636, -0.24188, 1.10277], [-1.10768, 2.73849, -0.92633], [-1.52448, 1.88423, 0.21917], [-1.38422, 2.82275, -0.00875]]}

***

# 2
{"formula": "C2ClNO2S", "method": "ωB97M-V with the def2-TZVPD basis set", "multiplicity": 1, "max_force_ev_per_a": 4.5, "smiles": "S=c1onc(Cl)o1", "energy_ha": -1139.732749, "symbols": ["S", "C", "O", "N", "C", "Cl", "O"], "positions_angstrom": [[2.65329, -0.71091, -0.05358], [1.04073, -0.24590, 0.11007], [0.66839, 1.13806, -0.00052], [-0.63564, 1.32172, -0.01929], [-1.08080, 0.08559, -0.07047], [-2.52199, -0.73153, -0.02600], [-0.12398, -0.85703, 0.05979]]}

***

# 3
{"formula": "C15H20AlN3O3Se3Te", "method": "ωB97M-V with the def2-TZVPD basis set", "multiplicity": 1, "max_force_ev_per_a": 0.2, "energy_ha": -8688.474584, "symbols": ["Al", "C", "N", "C", "C", "O", "C", "O", "C", "C", "O", "N", "C", "C", "H", "H", "H", "H", "H", "H", "H", "H", "H", "H", "H", "H", "H", "H", "H", "H", "Se", "Se", "Te", "Se", "N", "C", "C", "C", "C", "C", "C", "C", "H", "H", "H", "H"], "positions_angstrom": [[1.64408, 0.06471, 0.41271], [1.11608, 3.86276, 3.02412], [0.23765, 3.69555, 1.87071], [-0.51638, 4.87367, 1.48149], [0.33274, 2.59476, 1.12694], [1.09701, 1.67573, 1.44071], [-0.47614, 2.46898, -0.15651], [-0.29755, 1.18487, -0.69934], [-1.36826, 0.27061, -0.62740], [-1.12927, -0.73472, 0.48990], [-0.14264, -0.59321, 1.22703], [-1.99706, -1.72848, 0.63262], [-1.77611, -2.75368, 1.64563], [-3.12327, -1.90435, -0.27568], [0.52320, 4.20076, 3.87387], [1.59579, 2.91803, 3.25487], [1.87967, 4.60916, 2.79939], [-1.06929, 5.24531, 2.34408], [0.15953, 5.65793, 1.13472], [-1.22828, 4.65436, 0.69247], [-1.53351, 2.69310, 0.00062], [-0.07850, 3.18964, -0.87774], [-2.32009, 0.78611, -0.46194], [-1.41816, -0.24717, -1.58619], [-0.90391, -2.49025, 2.23393], [-2.65137, -2.82647, 2.29088], [-1.60598, -3.71278, 1.15527], [-2.78977, -1.95293, -1.31230], [-3.60000, -2.85110, -0.03800], [-3.86320, -1.11117, -0.16087], [2.82306, -1.06397, 2.20444], [5.03285, -0.39031, 1.71983], [4.91410, -0.21926, -0.77092], [3.17860, 1.58851, -0.80874], [-0.18291, -4.92056, -4.78845], [0.15183, -4.15111, -4.00279], [0.55614, -3.18968, -3.00896], [0.77679, -3.59266, -1.69452], [1.13407, -2.64973, -0.74440], [1.28710, -1.28887, -1.05049], [1.09430, -0.93322, -2.39110], [0.72914, -1.85480, -3.36228], [0.67249, -4.63808, -1.43189], [1.31734, -2.98540, 0.27232], [1.23828, 0.10023, -2.68737], [0.57981, -1.55081, -4.39068]]}